# 1
42
Properties=species:S:1:pos:R:3 method="wB97M-V/def2-TZVPD" multiplicity=2 relative_energy_ev=0.900 total_charge=+1 fmax_ev_per_a=1.063 gap_ev="7.6 / 7.2" e_lumo_ev="-3.4 / -4.1"
Ru 0.42895 0.29248 0.56748
N 0.49087 3.02940 -2.74802
C 0.25787 2.07565 -1.83464
S 0.75976 2.41393 -0.19492
N -0.37097 0.99860 -2.20272
N -0.45932 0.08452 -1.17978
C -1.16629 -0.95658 -1.42425
C -1.15578 -1.99610 -0.42021
C -1.84539 -3.19085 -0.54672
C -1.74968 -4.12188 0.47116
C -0.94163 -3.84156 1.56251
C -0.27157 -2.63244 1.60505
N -0.39208 -1.71012 0.64754
H 1.02506 3.84419 -2.50937
H 0.24562 2.86031 -3.70887
H -1.69169 -1.05303 -2.36540
H -2.43737 -3.37843 -1.43174
H -2.28723 -5.05814 0.40877
H -0.81851 -4.55104 2.36798
H 0.40380 -2.40421 2.41618
C 4.85181 1.07879 2.32721
N 4.18480 0.21877 1.35111
C 4.87426 -0.61502 0.48461
C 4.26798 -1.36577 -0.44522
C 2.81297 -1.32865 -0.60112
O 2.16396 -1.92803 -1.42822
N 2.19858 -0.49914 0.34169
C 2.83899 0.25748 1.24794
O 2.07923 0.97367 1.95447
H 5.91809 0.87867 2.28700
H 4.47778 0.87092 3.32733
H 4.66654 2.12592 2.09688
H 5.94684 -0.61902 0.61994
H 4.83758 -2.00002 -1.10637
S -1.42326 2.53330 4.05924
C -0.71961 1.07095 4.58232
C -0.44834 0.28257 3.51868
N -0.80079 0.81911 2.29874
C -1.31917 2.01637 2.45829
H -0.53965 0.86535 5.62391
H 0.00384 -0.69190 3.56882
H -1.66638 2.61978 1.63347

=====

# 2
41
Properties=species:S:1:pos:R:3 method="wB97M-V/def2-TZVPD" relative_energy_ev=4.495 smiles="O=[N+]([O-])c1cnc2no[n+]([O-])c2c1.c1ccc(CN=C2NCCN2)cc1" fmax_ev_per_a=3.184 gap_ev=7.0 e_lumo_ev=-1.7
O -0.33465 2.59254 2.67338
N 0.89602 2.34768 2.57972
O 1.77732 3.20916 2.82269
C 1.32062 1.03853 2.17358
C 2.68587 0.85523 1.76418
N 3.15721 -0.23496 1.16923
C 2.33075 -1.28581 1.15540
N 2.55895 -2.44539 0.46704
O 1.30425 -3.11673 0.49362
N 0.36155 -2.37512 1.22048
O -0.76129 -2.82728 1.39600
C 0.98060 -1.21215 1.66442
C 0.39996 -0.00227 1.99696
H 3.37438 1.69650 1.89560
H -0.67113 0.12305 2.12217
C 3.44897 -0.00312 -2.62881
C 2.48441 -0.91604 -3.07532
C 1.14485 -0.73697 -2.73173
C 0.75740 0.35028 -1.94147
C -0.69364 0.48794 -1.55228
N -0.92722 -0.05426 -0.24775
C -2.18529 -0.05950 0.11550
N -2.66632 -0.61835 1.26396
C -4.09709 -0.62246 1.30803
C -4.49697 0.21140 0.08908
N -3.23514 0.47723 -0.54307
C 1.71439 1.27842 -1.51398
C 3.06080 1.08580 -1.83689
H 4.50048 -0.14984 -2.87250
H 2.77126 -1.76886 -3.69923
H 0.36805 -1.43449 -3.06247
H -0.96644 1.55665 -1.57733
H -1.26030 -0.06015 -2.32346
H -2.10291 -1.27128 1.80191
H -4.49155 -1.64049 1.23884
H -4.44203 -0.18408 2.24301
H -5.15046 -0.32877 -0.59922
H -4.98304 1.14653 0.36866
H -3.12987 0.95645 -1.42509
H 1.38990 2.13573 -0.91566
H 3.80735 1.79926 -1.47721

=====

# 3
36
Properties=species:S:1:pos:R:3 method="wB97M-V/def2-TZVPD" total_charge=+1 fmax_ev_per_a=0.458 gap_ev=7.9 e_lumo_ev=-3.8
Be -0.20190 -0.16930 0.54158
C -0.39078 -3.09457 0.62913
C -0.15054 -2.01048 -0.37933
C -1.20621 -1.43095 -1.09992
C -0.96485 -0.59880 -2.20288
C -2.11536 -0.06395 -3.00480
C 0.34622 -0.29262 -2.54289
C 1.41465 -0.73826 -1.77181
C 2.82720 -0.37310 -2.11903
C 1.15299 -1.56139 -0.66871
H -0.34715 -4.05749 0.11665
H -1.37099 -2.99807 1.09128
H 0.36685 -3.08843 1.40997
H -2.22817 -1.70075 -0.85690
H -2.34713 -0.74154 -3.82891
H -1.88068 0.90822 -3.43687
H -3.01681 0.02682 -2.39941
H 0.53795 0.33907 -3.40266
H 3.25891 -1.13500 -2.77113
H 3.45645 -0.31812 -1.23094
H 2.87402 0.57659 -2.65027
H 1.97852 -1.95107 -0.08294
Cl -2.29726 4.28824 -1.27700
C -0.89711 3.42484 -0.79457
C 0.35214 4.02780 -0.77606
C 1.44591 3.27750 -0.37602
C 1.26277 1.95719 -0.01926
N 0.05342 1.38122 -0.04672
C -1.01434 2.10052 -0.41438
H 0.45754 5.06513 -1.06304
H 2.43310 3.71409 -0.33736
H 2.08727 1.33583 0.30286
H -1.97797 1.60832 -0.39980
S -1.30810 -0.64814 4.67538
C -0.90493 -0.46198 3.16565
N -0.59867 -0.32762 2.02357

=====

# 4
35
Properties=species:S:1:pos:R:3 method="wB97M-V/def2-TZVPD" relative_energy_ev=0.627 smiles="O=C(CCCOc1ccccc1)Nc1ccncc1" fmax_ev_per_a=0.622 gap_ev=9.1 e_lumo_ev=0.5
O -1.11958 0.42492 -1.40444
C -1.52851 -0.51945 -0.77392
C -0.99919 -1.93352 -0.94931
C -0.19599 -2.38883 0.27469
C 0.99340 -1.46400 0.52737
O 1.87145 -1.58327 -0.56761
C 2.88255 -0.67873 -0.70095
C 3.21746 0.28606 0.24133
C 4.26884 1.15390 -0.00689
C 4.99528 1.06933 -1.17904
C 4.66681 0.10090 -2.11532
C 3.62065 -0.76633 -1.88165
N -2.50065 -0.43975 0.18931
C -3.14505 0.69090 0.68365
C -2.88504 1.98465 0.23688
C -3.58375 3.02786 0.82130
N -4.48453 2.87575 1.77698
C -4.72978 1.64603 2.19620
C -4.09619 0.52543 1.69203
H -0.34191 -1.93381 -1.81881
H -1.82826 -2.62084 -1.12966
H -0.81875 -2.40608 1.17174
H 0.17902 -3.39768 0.09664
H 0.64369 -0.42755 0.62632
H 1.50278 -1.75380 1.45859
H 2.67341 0.37232 1.16912
H 4.51719 1.90251 0.73132
H 5.81126 1.75125 -1.36382
H 5.22785 0.02469 -3.03492
H 3.34886 -1.52288 -2.60091
H -2.78796 -1.30826 0.62026
H -2.16218 2.16364 -0.53978
H -3.40922 4.04710 0.50362
H -5.47209 1.55621 2.97841
H -4.33187 -0.45870 2.07124